A molecular structure, C37H10F15GeIrN5S2, computed with the ωB97M-V functional and the def2-TZVPD basis.

```
71
Properties=species:S:1:pos:R:3:forces:R:3
Ir 0.1846 0.7352 -0.5025 -0.2595 -0.1364 0.2680
S -4.5961 3.9288 4.2191 -0.0389 0.0096 0.0364
N -4.8106 3.3765 2.7265 0.0249 -0.0171 -0.0477
C -3.6237 2.9841 2.2902 0.0570 -0.0015 -0.0016
C -3.3474 2.4233 0.9807 -0.1092 0.0361 0.0152
C -4.2873 2.2885 -0.0472 -0.0159 0.0211 0.0172
C -3.8786 1.7887 -1.2637 0.0786 -0.0167 0.0111
C -2.5589 1.3773 -1.4331 -0.0681 -0.0079 0.0426
N -1.6706 1.4667 -0.4417 -0.1762 -0.3327 -0.1929
C -2.0414 2.0189 0.7399 -0.2333 0.0776 -0.1886
C -0.9892 2.2278 1.6928 0.1424 0.1655 0.2668
N 0.2431 1.8684 1.2832 0.4750 0.0341 -0.2351
C 1.2903 2.0916 2.0795 -0.0238 -0.0019 -0.0383
C 1.1437 2.6860 3.3282 -0.0987 0.0093 0.0099
C -0.1176 3.0474 3.7640 0.0707 -0.0158 -0.0195
C -1.2169 2.8193 2.9308 -0.0381 0.0920 0.0676
C -2.5888 3.1729 3.2410 -0.0017 -0.0267 -0.0364
N -3.0141 3.7022 4.3776 0.0447 -0.0104 -0.0242
H -5.3106 2.5972 0.1241 -0.0001 -0.0026 -0.0084
H -4.5645 1.6953 -2.0932 0.0002 -0.0017 -0.0030
H -2.2107 0.9626 -2.3673 -0.0153 0.0018 0.0061
H 2.2610 1.7946 1.7025 -0.0025 -0.0060 0.0057
H 2.0182 2.8549 3.9398 0.0013 0.0012 0.0047
H -0.2708 3.5086 4.7314 0.0107 -0.0024 0.0035
F 2.3438 0.1262 -0.4347 -0.1587 -0.0591 -0.0106
C 3.0730 -1.0421 -0.6800 0.0277 0.0478 0.1126
C 2.4660 -2.2807 -0.6109 -0.0594 0.1421 0.0431
C 3.3095 -3.3721 -0.7480 -0.0206 0.0399 -0.1258
F 2.8100 -4.6018 -0.6828 0.0133 -0.0274 -0.0045
C 4.6740 -3.2269 -0.9663 -0.0370 -0.1254 0.0049
F 5.4442 -4.2857 -1.1017 -0.0204 0.0047 0.0043
C 5.2243 -1.9590 -1.0436 0.0995 0.0868 -0.0156
F 6.5131 -1.8068 -1.2446 -0.0315 -0.0053 0.0044
C 4.4146 -0.8375 -0.8906 0.0305 -0.0556 -0.0070
F 4.9292 0.3798 -0.9221 -0.0128 0.0062 0.0014
Ge 0.5453 -2.4651 -0.3994 0.0649 -0.0237 -0.0634
S -0.3501 -0.9521 -1.8526 0.0368 -0.0434 -0.2359
C -0.2145 -4.1547 -0.8600 0.0030 -0.0849 0.1498
C -0.0342 -4.6266 -2.1505 0.0149 0.0126 0.0558
F 0.6732 -3.8773 -3.0097 -0.0022 -0.0132 -0.0096
C -0.5506 -5.8365 -2.5630 0.0176 -0.0057 -0.0707
F -0.3686 -6.2705 -3.7971 -0.0047 0.0013 0.0143
C -1.2704 -6.5998 -1.6505 -0.0200 -0.0426 -0.0095
F -1.7716 -7.7559 -2.0233 0.0071 0.0161 0.0037
C -1.4658 -6.1539 -0.3493 -0.0220 -0.0093 0.0398
F -2.1513 -6.8888 0.5080 0.0000 -0.0023 -0.0041
C -0.9336 -4.9368 0.0301 0.0276 0.0399 -0.0636
F -1.1156 -4.5099 1.2850 -0.0167 -0.0024 0.0191
C -0.0644 -1.6339 1.2720 0.0699 0.2126 -0.1026
C -1.4260 -1.3760 1.4311 0.0495 0.0646 -0.0160
F -2.2705 -1.7261 0.4592 -0.0600 -0.0165 0.0173
C -1.9363 -0.7476 2.5499 -0.0355 -0.0748 0.0357
F -3.2289 -0.4689 2.6476 -0.0013 0.0151 -0.0002
C -1.0696 -0.3919 3.5748 -0.0289 -0.0301 0.0558
F -1.5359 0.2230 4.6443 -0.0043 -0.0385 -0.0213
C 0.2880 -0.6555 3.4678 0.0529 -0.0297 0.0420
F 1.1066 -0.3141 4.4507 -0.0121 0.0147 -0.0395
C 0.7728 -1.2525 2.3171 -0.0050 -0.1229 0.0544
F 2.0882 -1.4517 2.2324 -0.0293 0.0072 -0.0085
N 2.4345 5.7082 -5.3996 -0.0036 0.0042 -0.0121
C 2.0341 4.9138 -4.6747 -0.0176 -0.0383 0.0557
C 1.5382 3.9224 -3.7567 0.0197 0.0528 -0.0564
C 1.6576 2.5705 -4.0662 -0.0140 -0.0465 -0.0125
C 1.1899 1.6084 -3.1838 0.0408 0.0023 -0.0662
C 0.6055 2.0094 -1.9894 0.2180 0.2551 0.3752
C 0.4553 3.3628 -1.6880 -0.0623 0.0344 -0.1119
C 0.9305 4.3205 -2.5694 -0.0370 -0.0331 -0.0118
H 2.1116 2.2721 -5.0013 0.0089 0.0000 0.0032
H 1.2810 0.5630 -3.4456 0.0407 0.0049 -0.0111
H -0.0267 3.6888 -0.7758 0.0430 -0.0060 0.0404
H 0.8274 5.3725 -2.3413 0.0066 0.0029 -0.0022
```
Positions in Å, forces in eV/Å.

Highest occupied orbital energy (spin up / spin down) in eV: -14.50 / -14.50
Total energy in Eh: -6164.79157
HOMO-LUMO gap (spin up / spin down) in eV: 7.16 / 5.44
Charge: +2
Expectation value of S²: 0.758
2S+1: 2
Energy above the lowest of the compared OMol25 structures with the same formula, charge and spin in kcal per mole: 0.00


16 unconnected molecules or ions with the total composition C37H113N25O16 in a non-equilibrium geometry, computed with the ωB97M-V functional and the def2-TZVPD basis.

```
191
Properties=species:S:1:pos:R:3:forces:R:3
C 6.9021 -1.3002 8.5361 3.1551 -1.0199 0.5169
O 7.6623 -2.2201 8.8774 -0.2170 -0.9446 -0.7977
N 6.3469 -0.5862 9.4707 -2.5819 2.0017 2.1434
N 6.8297 -0.7852 7.3129 -0.7630 0.2782 -1.3687
H 6.3132 -0.8843 10.4326 0.2339 -0.3098 -0.0899
H 5.7419 0.1794 9.2128 -0.0735 0.0004 -0.0273
H 5.9698 -0.2876 7.1191 0.2340 0.2229 -0.4737
H 7.4014 -1.1474 6.5710 -0.2854 -0.2027 -0.0059
C -2.9671 -6.9787 7.3874 -0.5502 -0.3140 -2.0331
O -3.9378 -7.0079 6.6333 -0.0392 0.2494 1.0282
N -2.8172 -7.6165 8.5559 -1.1455 -0.6955 1.1755
N -1.8214 -6.3606 7.0226 2.1510 1.0107 -0.0258
H -3.5898 -8.2056 8.8233 0.1435 -0.0284 0.0042
H -1.8998 -7.8486 8.9108 0.0751 -0.0282 0.1025
H -1.7506 -5.5980 6.3731 -0.7229 -0.2210 -0.1301
H -1.0335 -6.4275 7.6518 -0.0622 -0.0123 0.1101
C 0.8039 -8.2559 10.0513 -0.4251 -1.2349 0.6823
O -0.1522 -7.8764 9.4063 -0.2664 1.0256 -1.0177
N 0.9029 -9.5749 10.4116 0.2221 -0.5385 -0.1414
N 1.7871 -7.5119 10.5515 0.6615 1.8267 -0.0850
H 0.1582 -10.1459 10.0449 -0.0740 -0.0517 0.4528
H 1.1979 -9.6937 11.3671 -0.5450 -0.4129 0.0525
H 1.7730 -6.5419 10.2387 -0.0167 -0.2999 0.0460
H 2.6838 -7.8937 10.8169 -0.0880 -0.2658 -0.0045
C 3.0675 0.2429 7.7177 0.5167 -1.3116 -1.1469
O 4.2133 0.6396 7.8125 1.0697 0.9770 0.7106
N 2.3913 -0.3912 8.6894 0.0890 0.0838 0.8261
N 2.4489 0.1648 6.5354 -0.8627 0.3389 -0.9481
H 1.4291 -0.6070 8.4829 -0.1060 -0.0629 0.6077
H 2.9022 -0.5151 9.5470 -0.5404 -0.1378 0.1474
H 1.5359 -0.2645 6.5029 -0.1181 0.2761 -0.3999
H 2.8249 0.6756 5.7557 -0.0646 -0.0889 0.0757
C 4.2383 -6.4258 4.0230 -0.5469 -1.0091 0.4660
O 3.9211 -7.1764 4.9557 -0.1493 0.6385 -0.3939
N 5.4879 -6.3348 3.5861 1.7987 -0.1842 -0.0858
N 3.3723 -5.6843 3.3027 -1.1085 0.4597 -0.3373
H 5.7623 -5.7787 2.7958 -0.0417 0.0400 0.1768
H 6.2014 -6.6991 4.1964 0.0298 0.0857 -0.1685
H 3.6826 -4.8851 2.7768 -0.0242 -0.0444 0.0793
H 2.3879 -5.7743 3.4796 0.1555 0.0127 0.1290
C 0.2266 -3.2203 5.6213 0.3059 0.2278 -1.7325
O 0.0278 -2.0548 5.9276 0.2304 -0.0575 0.3508
N 0.3789 -4.2368 6.4746 -0.3033 0.4786 1.5523
N 0.4049 -3.5946 4.3290 0.1033 -0.3667 -1.0686
H 0.4507 -5.2086 6.2280 0.1284 0.0760 0.1240
H 0.2348 -3.9194 7.4209 -0.0028 -0.8100 0.1727
H 0.2589 -4.5531 4.0610 0.0754 0.1027 -0.0759
H 0.4736 -2.9120 3.5939 -0.3194 0.0757 0.2073
C 5.2903 -2.4161 4.5983 1.5749 1.9143 -0.9955
O 5.8715 -1.6438 3.8257 -0.0297 -0.5177 -0.1397
N 5.8830 -3.3508 5.3285 0.1261 -1.2718 1.6992
N 3.9761 -2.3037 4.7995 -2.7589 0.0754 0.0138
H 5.3101 -3.6498 6.1188 0.3187 -0.3853 -0.2295
H 6.8888 -3.4194 5.4628 -0.4255 0.2706 -0.5649
H 3.4403 -2.8305 5.4690 0.4386 -0.1907 0.0883
H 3.4232 -1.6950 4.2219 0.4577 0.1730 -0.0246
C -1.6388 -6.3551 12.4826 0.4798 -3.5007 -0.6233
O -1.8749 -7.5676 12.4835 -0.6517 0.2847 0.1169
N -1.1131 -5.7222 13.5296 0.1890 1.2525 -0.2176
N -1.6788 -5.6214 11.3519 -0.2733 0.7087 0.4195
H -1.0912 -6.1411 14.4401 0.0936 0.2412 -0.0924
H -0.8911 -4.7744 13.2431 0.0459 0.1868 1.7826
H -1.2763 -4.7086 11.4805 -0.5362 0.1988 -0.9734
H -1.9663 -6.0594 10.4951 0.1412 0.1265 -0.1064
C 9.2466 -4.7226 10.7252 1.5278 -0.1699 0.1482
O 10.0184 -5.3992 11.3901 -0.2273 -0.7180 0.8136
N 8.0294 -4.2873 11.0866 -1.3366 0.1590 0.3260
N 9.5896 -4.2612 9.5143 -0.4993 0.8394 -1.3527
H 7.4872 -3.8477 10.3593 -0.0497 0.2382 0.2266
H 7.5724 -4.5227 11.9586 0.2869 -0.1636 0.0962
H 10.4578 -4.4557 9.0458 -0.0114 -0.2132 0.2599
H 8.9858 -3.5165 9.1906 0.4706 0.0382 -0.5666
C 5.2172 -5.1402 8.6955 0.7130 -0.4703 0.4211
C 3.7929 -5.3636 8.2169 0.5970 1.1343 1.4624
C 2.8652 -4.5541 9.1819 -0.7989 -0.3785 -1.9752
O 1.5017 -5.0530 9.1198 0.8905 0.0162 -0.2640
C 0.6078 -4.2099 9.7992 -0.2216 -0.6203 0.6362
N 3.7625 -4.8516 6.8462 -1.1572 0.0888 0.3512
H 5.5896 -4.1163 8.6260 -0.3471 0.1910 -0.2661
H 5.8844 -5.7532 8.0859 0.1412 0.0156 0.0335
H 5.3737 -5.4230 9.7395 -0.0742 -0.2454 -0.1146
H 3.5770 -6.4301 8.3167 -0.2983 -0.0698 -0.1606
H 2.7383 -3.5589 8.7453 0.7814 0.4394 0.3898
H 3.2314 -4.5317 10.2092 0.0045 -0.0684 0.0774
H -0.3964 -4.4687 9.4615 0.0290 0.2504 -0.0402
H 0.8063 -3.1410 9.6865 0.1192 0.0727 -0.3497
H 0.6619 -4.4534 10.8661 -0.0532 0.2134 0.0774
H 2.7957 -4.6027 6.6611 -0.1020 -0.0843 -0.3223
H 3.9862 -5.6011 6.1971 -0.0491 -0.1238 0.0946
C 0.2447 -1.0156 12.0127 -0.7847 -0.4045 1.3645
C 0.1258 -2.3098 12.9131 0.9217 1.1744 -1.0611
C 0.6124 -2.1493 14.3444 -0.7140 -0.1710 0.3657
O 0.4885 -3.4126 15.0005 -0.0037 0.5338 0.1343
C 0.8400 -3.4433 16.3921 1.1399 -1.2334 -1.0706
N -1.2471 -2.8246 12.8593 -0.5600 0.9050 0.1289
H 1.1719 -0.4442 12.0470 0.3221 -0.4306 -0.0313
H -0.5231 -0.2927 12.3043 -0.0567 -0.0544 0.3224
H -0.0388 -1.2572 10.9871 0.6183 -0.5132 1.2835
H 0.7988 -3.0181 12.4215 -0.0830 -0.3321 0.1982
H -0.0341 -1.4292 14.8568 -0.0127 0.2639 0.0584
H 1.6357 -1.7693 14.3809 0.1593 -0.0970 -0.0594
H 1.2365 -4.4541 16.5158 -0.4133 -0.2227 0.2323
H 0.0192 -3.3131 17.0946 -0.0553 0.5293 -0.1806
H 1.7542 -2.8775 16.5820 -0.4189 0.7661 0.1785
H -1.7455 -2.4897 13.6812 0.2790 -0.6210 0.6621
H -1.7836 -2.2572 12.2076 0.2978 -0.3265 -0.8386
C 6.8749 0.8329 13.3858 -0.3122 -0.1582 -0.5922
C 6.7554 -0.5748 14.0121 0.3226 1.1710 0.9533
C 5.5723 -1.4167 13.6048 -0.5921 1.5880 -0.3653
O 5.7014 -1.7651 12.2395 -0.3554 -1.1220 0.2242
C 4.6099 -2.5898 11.8267 0.8746 0.0980 -0.4958
N 7.9856 -1.3736 13.8607 -0.9031 1.7178 -0.2219
H 7.8833 1.2104 13.5454 -0.0160 -0.0534 -0.0619
H 6.1734 1.5535 13.8110 -0.0332 -0.2016 0.4301
H 6.6281 0.8940 12.3233 0.3803 -0.3827 -0.1776
H 6.6045 -0.3136 15.0638 0.0867 -0.4814 0.2371
H 4.6356 -0.8463 13.6232 -0.1499 0.1067 0.6783
H 5.5290 -2.2226 14.3430 -0.1961 -0.6221 -0.5262
H 4.9038 -3.0020 10.8611 -0.0619 -0.0578 -0.0327
H 3.6948 -2.0100 11.6778 -0.1530 0.1216 0.2221
H 4.4404 -3.4166 12.5189 -0.2399 0.1347 -0.0182
H 7.9518 -2.1023 14.5593 0.1586 -0.5707 -0.5744
H 7.8374 -1.6566 12.8980 1.0050 -1.2280 0.1162
C 9.0532 -6.6354 6.8162 -1.4720 -0.9844 -0.2567
C 10.0814 -5.7782 6.1774 0.6594 0.1538 -0.3781
C 9.5387 -4.4093 5.6914 0.1825 0.4742 2.2169
O 8.3663 -4.3646 4.9160 0.8575 -0.8524 -0.6614
C 8.6165 -4.7427 3.5864 -0.0242 0.6440 -1.0043
N 11.1691 -5.5527 7.1513 0.7182 0.3322 -0.6338
H 8.2126 -6.7400 6.1231 -0.2651 0.2480 0.1167
H 8.6876 -6.2614 7.7730 0.0935 0.3235 -0.0763
H 9.3274 -7.6804 6.9764 0.6003 0.1024 0.0599
H 10.5337 -6.2758 5.3129 -0.3677 -0.2704 -0.2414
H 10.3907 -3.8485 5.2951 -0.1825 0.0796 -0.6247
H 9.2206 -3.8461 6.5737 0.3229 -0.1365 0.3178
H 9.0259 -5.7497 3.4910 -0.1454 -0.0997 0.0451
H 9.2929 -4.0376 3.0925 0.4707 -0.0421 0.2901
H 7.7279 -4.6014 2.9694 -0.3575 -0.3762 0.4299
H 11.9644 -5.2011 6.6228 -0.0104 0.6065 0.0586
H 11.5622 -6.4544 7.4035 -0.4984 -0.2622 0.3972
C 6.7901 -7.3140 12.5008 0.8447 -1.1157 -0.3313
C 5.7246 -6.2739 12.5705 -0.4556 0.8003 0.9480
C 4.4492 -6.7477 13.3320 0.6926 -0.9218 -1.7978
O 3.5188 -5.7077 13.2258 0.2972 0.5520 -0.3263
C 2.2045 -5.9931 13.5912 -0.5344 -0.3435 1.1773
N 6.3201 -5.1523 13.2950 -0.2412 0.5466 0.5774
H 6.5586 -8.1239 11.8061 -0.5602 -0.4850 0.6676
H 7.0031 -7.5943 13.5362 -0.2586 -0.8212 -0.0825
H 7.7978 -7.0832 12.1454 -0.2532 1.2494 -0.1394
H 5.3883 -5.9058 11.5990 0.0827 -0.1435 -0.0040
H 4.6539 -7.1137 14.3435 0.0819 0.5426 0.3280
H 4.1161 -7.6372 12.7896 -0.4113 -0.1618 -0.0869
H 1.7129 -6.8066 13.0511 0.2472 0.1184 -0.4328
H 1.6108 -5.0828 13.5363 0.0870 -0.0114 -0.2495
H 2.1745 -6.2963 14.6447 -0.0286 -0.0121 0.1954
H 5.6254 -4.4331 13.4701 -0.0335 -0.0370 -0.1433
H 6.5057 -5.5104 14.2270 0.4539 0.0743 0.0974
C 3.8608 -11.7184 9.4867 -1.1787 0.4701 0.3787
C 4.5957 -10.4819 10.0173 0.6448 -1.0787 -0.1533
C 4.9955 -9.4769 8.9469 -0.4424 -0.3020 -0.2658
O 5.6720 -10.1562 7.9079 0.5251 -0.5405 0.2077
C 6.0814 -9.2557 6.9001 -0.7467 0.6882 0.2164
N 3.8661 -9.8456 11.1354 0.1533 -0.1827 0.0235
H 3.5572 -12.3168 10.3491 0.2123 -0.1486 0.0792
H 4.3610 -12.3805 8.7841 0.2511 0.4141 -0.0906
H 2.9071 -11.3657 9.0843 -0.0027 -0.1808 -0.4395
H 5.5338 -10.9023 10.3885 0.1563 0.4351 0.3874
H 5.6268 -8.7024 9.3921 0.0901 0.1189 0.0228
H 4.1090 -8.9983 8.5144 -0.2333 0.1882 0.0945
H 6.5711 -8.4111 7.3910 0.1689 0.2476 -0.2222
H 5.1819 -8.9032 6.3858 0.1204 0.2880 -0.1570
H 6.7530 -9.6628 6.1464 0.0220 -0.5807 0.3778
H 2.8649 -9.9002 10.9762 0.3439 -0.0626 -0.7119
H 3.9540 -10.4577 11.9399 0.4365 0.1427 0.1770
C -0.8458 1.1084 9.7855 0.6056 0.2431 0.9422
C -0.9283 -0.3126 9.2520 -0.3559 0.9658 -0.0819
C -2.2852 -0.9635 9.5173 0.1001 0.1656 -0.5750
O -2.2244 -2.3392 9.1859 -0.5265 0.0674 0.5353
C -3.4573 -3.0243 9.4455 -0.0059 -0.2137 -1.1152
N -0.6151 -0.2049 7.8234 -0.5632 -1.4229 0.0082
H -0.9825 1.2207 10.8640 -0.7116 -0.2282 -0.0780
H -1.5027 1.7877 9.2430 -0.0192 -0.0066 0.0512
H 0.1847 1.4618 9.7138 0.0051 0.0469 -0.6625
H -0.1538 -0.8974 9.7552 -0.2640 0.2389 -1.3882
H -2.9602 -0.4334 8.8348 -0.4129 -0.1159 0.0339
H -2.6926 -0.8290 10.5230 0.2782 0.0813 0.2876
H -3.3968 -3.9316 8.8445 0.0564 -0.2911 0.4289
H -4.3366 -2.5191 9.0371 0.1673 0.5143 -0.0404
H -3.6819 -3.2393 10.4910 0.4965 0.0005 0.1696
H -0.7533 -1.1430 7.4468 0.6702 -0.1149 -0.1321
H -1.3922 0.2302 7.3330 0.0559 0.7834 0.2196
```
Positions in Å, forces in eV/Å.

Highest occupied orbital energy in eV: -8.20
Total energy in Eh: -4050.48570
HOMO-LUMO gap in eV: 8.24
2S+1: 1
Energy above the lowest of the compared OMol25 structures with the same formula, charge and spin in kcal per mole: 27.44


Question: Which value of energy above the lowest of the compared OMol25 structures with the same formula, charge and spin does entry 2 give?
Answer: 27.44 kcal per mole


Question: Which value of total energy does entry 1 give?
Answer: -6164.79157 Eh


Question: Which of these has the lowest energy above the lowest of the compared OMol25 structures with the same formula, charge and spin?
Answer: C37H10F15GeIrN5S2


Question: Which of these has the highest 2S+1?
Answer: C37H10F15GeIrN5S2